{
  "formula": "C5H8S",
  "method": "ωB97M-V with the def2-TZVPD basis set",
  "elements": ["C", "C", "C", "C", "C", "H", "H", "H", "H", "H", "H", "H", "H", "S"],
  "xyz": [[0.988, -1.469, -0.031], [0.595, -0.028, -0.006], [1.340, 0.993, -0.394], [-0.825, 0.065, 0.519], [-1.914, 0.947, -0.040], [0.258, -2.074, -0.590], [1.139, -1.872, 0.983], [1.943, -1.619, -0.559], [1.109, 2.033, -0.213], [2.351, 0.863, -0.777], [-0.827, -0.169, 1.577], [-2.448, 1.470, 0.744], [-1.597, 1.578, -0.846], [-2.112, -0.716, -0.368]],
  "orbital_gap_ev": 9.84,
  "max_force_ev_per_a": 2.81,
  "lumo_energy_ha": 0.037,
  "total_charge": 0,
  "total_energy_ev": -16148.467,
  "relative_energy_kcal_mol": 27.0,
  "smiles": "C=C(C)[C@H]1CS1"
}

---

{
  "formula": "C12H30Cu4O16",
  "method": "ωB97M-V with the def2-TZVPD basis set",
  "elements": ["Cu", "Cu", "Cu", "Cu", "C", "O", "O", "O", "C", "O", "O", "O", "C", "C", "O", "O", "H", "H", "H", "H", "H", "H", "C", "C", "O", "O", "H", "H", "H", "H", "H", "H", "C", "C", "O", "O", "H", "H", "H", "H", "H", "H", "C", "C", "O", "O", "H", "H", "H", "H", "H", "H", "C", "C", "O", "O", "H", "H", "H", "H", "H", "H"],
  "xyz": [[2.633, -1.281, -2.571], [1.974, 2.482, -2.662], [0.136, 0.785, -4.740], [3.430, 1.099, 0.161], [2.759, 0.715, -5.283], [3.915, 0.636, -5.768], [2.270, 1.811, -5.133], [2.259, -0.291, -4.774], [0.868, 0.295, -1.205], [0.596, 0.368, -2.378], [1.116, -0.729, -0.609], [1.027, 1.351, -0.653], [-3.089, -4.268, -0.333], [-1.766, -3.528, -0.435], [-1.973, -2.342, -1.218], [-3.093, -4.976, 0.919], [-3.224, -4.808, -1.270], [-3.975, -3.648, -0.204], [-0.866, -4.114, -0.622], [-1.507, -3.111, 0.538], [-1.183, -1.797, -1.206], [-3.922, -5.413, 1.128], [2.351, -3.301, 1.764], [3.422, -2.192, 1.541], [2.815, -0.918, 1.694], [1.441, -3.283, 0.640], [1.968, -2.890, 2.698], [2.812, -4.284, 1.860], [3.954, -2.433, 0.621], [4.230, -2.376, 2.249], [2.136, -0.813, 1.023], [1.425, -2.443, 0.176], [1.150, 5.274, 2.202], [0.983, 3.825, 1.594], [0.828, 3.748, 0.153], [2.287, 5.941, 1.538], [1.334, 5.312, 3.276], [0.272, 5.919, 2.170], [0.074, 3.526, 2.116], [1.786, 3.117, 1.800], [0.711, 2.847, -0.157], [2.494, 5.549, 0.686], [-0.600, -0.698, 2.328], [-0.193, -0.697, 3.761], [-0.774, -1.654, 4.562], [-0.454, 0.510, 1.743], [-1.670, -0.850, 2.187], [0.011, -1.336, 1.690], [-0.229, 0.293, 4.216], [0.877, -0.866, 3.879], [-0.460, -2.488, 4.204], [0.060, 0.374, 0.944], [-3.210, 1.058, -1.970], [-3.751, 2.547, -1.693], [-4.051, 3.140, -2.976], [-2.067, 1.143, -2.767], [-3.925, 0.502, -2.577], [-3.095, 0.467, -1.061], [-3.007, 3.198, -1.234], [-4.470, 2.475, -0.877], [-4.569, 2.492, -3.459], [-1.281, 1.033, -2.228]],
  "orbital_gap_ev": [5.14, 5.14],
  "max_force_ev_per_a": 8.82,
  "lumo_energy_ha": [-0.247, -0.247],
  "spin_multiplicity": 2,
  "total_charge": 1,
  "total_energy_ev": -224231.851
}